(1)
{"formula": "C5H33NO12", "method": "the ωB97M-V functional and the def2-TZVPD basis", "smiles": "CCN(C)C(C)=O.O.O.O.O.O.O.O.O.O.O.O", "homo_energy_ev": -9.415, "relative_energy_ev": 2.1820, "total_charge": 0, "species": ["C", "C", "N", "C", "C", "C", "O", "H", "H", "H", "H", "H", "H", "H", "H", "H", "H", "H", "O", "H", "H", "O", "H", "H", "O", "H", "H", "O", "H", "H", "O", "H", "H", "O", "H", "H", "O", "H", "H", "O", "H", "H", "O", "H", "H", "O", "H", "H", "O", "H", "H"], "coordinates": [[-1.298, -1.286, 3.295], [-0.927, -0.568, 2.026], [0.548, -0.651, 1.758], [0.906, -1.937, 1.156], [1.370, 0.138, 2.476], [2.849, -0.033, 2.363], [0.915, 0.961, 3.280], [-1.184, -2.358, 3.255], [-0.672, -0.949, 4.106], [-2.276, -0.970, 3.632], [-1.156, 0.507, 2.017], [-1.374, -0.982, 1.131], [1.899, -1.938, 0.734], [0.194, -2.294, 0.385], [0.797, -2.685, 1.934], [3.261, 0.375, 3.295], [3.170, -1.089, 2.443], [3.255, 0.259, 1.384], [2.285, -2.261, -1.503], [1.512, -2.832, -1.317], [2.157, -2.414, -2.455], [0.584, 2.873, -3.195], [0.918, 2.783, -2.284], [0.538, 1.935, -3.391], [-1.376, 3.272, 0.572], [-1.404, 3.393, 1.539], [-1.677, 4.107, 0.208], [-0.527, -3.561, -0.973], [-1.201, -4.229, -0.778], [-1.148, -3.085, -1.548], [-2.399, -0.572, -1.723], [-1.721, -0.504, -2.415], [-2.821, 0.288, -1.836], [-0.421, 3.325, 3.164], [0.515, 3.234, 2.932], [-0.488, 2.523, 3.698], [-1.633, 2.132, -2.213], [-1.630, 2.472, -1.317], [-1.075, 2.671, -2.807], [-0.199, -0.649, -3.962], [-0.772, -0.426, -4.726], [0.577, -0.113, -4.160], [2.931, 1.442, -2.940], [2.531, 1.875, -2.192], [3.562, 0.737, -2.823], [1.054, 2.060, -0.453], [0.992, 1.197, -0.014], [0.318, 2.508, 0.019], [-3.269, -3.199, -0.784], [-3.436, -2.304, -1.126], [-3.555, -3.177, 0.130]], "mulliken_charge": [-1.30, -0.06, 0.30, -1.23, 0.77, -1.25, -0.71, 0.35, 0.33, 0.42, 0.06, 0.21, 0.56, 0.40, 0.26, 0.35, 0.38, 0.29, -0.58, 0.31, 0.29, -0.71, 0.35, 0.32, -0.62, 0.30, 0.25, -0.70, 0.29, 0.31, -0.58, 0.30, 0.26, -0.69, 0.35, 0.34, -0.62, 0.31, 0.43, -0.62, 0.30, 0.27, -0.62, 0.32, 0.28, -0.54, 0.30, 0.25, -0.61, 0.31, 0.29]}

***

(2)
{"formula": "C5H33NO13", "method": "the ωB97M-V functional and the def2-TZVPD basis", "smiles": "CN[C@H](C=O)[C@H](C)O.O.O.O.O.O.O.O.O.O.O.O", "homo_energy_ev": -9.064, "relative_energy_ev": 4.1674, "total_charge": 0, "species": ["C", "N", "C", "C", "O", "C", "C", "O", "H", "H", "H", "H", "H", "H", "H", "H", "H", "H", "H", "O", "H", "H", "O", "H", "H", "O", "H", "H", "O", "H", "H", "O", "H", "H", "O", "H", "H", "O", "H", "H", "O", "H", "H", "O", "H", "H", "O", "H", "H", "O", "H", "H"], "coordinates": [[-1.841, -2.290, -2.189], [-0.640, -1.883, -1.496], [-0.847, -0.855, -0.493], [-0.564, 0.617, -0.942], [0.526, 0.913, -1.386], [0.160, -1.235, 0.672], [-0.185, -2.666, 1.106], [0.045, -0.271, 1.686], [-2.764, -1.800, -1.852], [-2.064, -3.401, -2.035], [-1.738, -2.336, -3.307], [0.226, -1.751, -2.053], [-1.930, -0.993, -0.171], [-1.364, 1.343, -0.643], [1.275, -1.247, 0.337], [-1.248, -2.690, 1.138], [0.130, -3.365, 0.341], [0.287, -2.964, 2.077], [0.592, -0.419, 2.489], [3.461, 3.065, 0.245], [3.056, 2.775, -0.591], [3.744, 2.204, 0.575], [1.407, 2.808, 1.985], [1.313, 3.624, 2.455], [2.184, 2.840, 1.412], [2.507, -0.786, -1.850], [2.344, -0.593, -2.805], [1.852, -0.205, -1.417], [-3.797, 0.573, -1.778], [-3.370, 1.397, -2.112], [-3.505, 0.677, -0.807], [1.795, 2.526, -3.025], [1.324, 3.247, -3.476], [1.300, 2.368, -2.194], [4.235, -0.009, 0.002], [5.150, 0.029, -0.384], [3.509, -0.065, -0.678], [-1.824, 0.581, 3.220], [-1.408, 0.272, 4.054], [-1.126, 0.395, 2.571], [-2.897, 1.013, 0.723], [-3.128, 0.507, 1.482], [-2.319, 1.762, 1.031], [4.158, -2.699, -1.177], [4.198, -2.246, -0.367], [3.326, -2.556, -1.621], [-4.546, -1.413, 1.786], [-3.805, -1.709, 1.276], [-4.292, -0.642, 2.325], [-1.231, 2.757, 1.773], [-0.318, 2.504, 1.509], [-1.354, 2.290, 2.579]], "mulliken_charge": [-0.87, -0.11, 0.82, -0.42, -0.61, 0.64, -1.51, -0.50, 0.28, 0.27, 0.32, 0.27, -0.04, 0.37, -0.27, 0.32, 0.42, 0.38, 0.33, -0.79, 0.38, 0.33, -0.64, 0.28, 0.39, -0.68, 0.29, 0.40, -0.63, 0.31, 0.43, -0.64, 0.30, 0.35, -0.75, 0.30, 0.33, -0.70, 0.26, 0.48, -0.57, -0.02, 0.40, -0.61, 0.30, 0.31, -0.64, 0.31, 0.36, -0.81, 0.41, 0.46]}

***

(3)
{"formula": "C5H33NO14", "method": "the ωB97M-V functional and the def2-TZVPD basis", "homo_energy_ev": [-13.535, -13.527], "relative_energy_ev": 4.2026, "spin_multiplicity": 2, "total_charge": 1, "s2": 0.76, "species": ["O", "C", "C", "C", "C", "C", "O", "N", "H", "H", "H", "H", "H", "H", "H", "H", "H", "H", "H", "O", "H", "H", "O", "H", "H", "O", "H", "H", "O", "H", "H", "O", "H", "H", "O", "H", "H", "O", "H", "H", "O", "H", "H", "O", "H", "H", "O", "H", "H", "O", "H", "H", "O"], "coordinates": [[2.109, 3.262, 1.876], [1.071, 3.540, 1.314], [-0.209, 2.516, 1.434], [0.351, 1.437, 0.390], [-0.913, 0.517, 0.058], [-1.974, 1.458, -0.439], [-3.116, 1.422, -0.069], [-0.776, 1.982, 2.648], [0.890, 4.364, 0.737], [-1.011, 2.990, 0.897], [0.706, 1.899, -0.452], [1.230, 1.011, 0.679], [-0.619, -0.319, -0.623], [-1.101, -0.137, 1.011], [-1.583, 2.222, -1.131], [-1.074, 2.700, 3.159], [-0.283, 1.301, 3.111], [-1.364, -1.258, -4.246], [-2.672, -1.662, -3.521], [-1.702, -1.630, -3.479], [-4.209, -2.253, 1.314], [-4.064, -1.381, 0.339], [-4.165, -2.368, 0.368], [-0.797, 0.469, -2.885], [0.751, 0.414, -3.027], [0.027, 1.009, -3.140], [2.799, 1.064, 2.067], [2.304, -0.509, 2.467], [2.990, 0.108, 2.088], [-1.169, -2.954, -1.616], [-2.096, -3.194, -0.360], [-1.390, -3.533, -0.918], [3.954, 1.513, -0.219], [3.037, 0.425, 0.196], [3.297, 0.929, -0.575], [0.953, 2.529, -2.765], [2.321, 2.459, -2.256], [1.675, 3.155, -2.614], [1.262, -4.462, 0.222], [-0.156, -3.738, 0.136], [0.701, -3.822, 0.674], [2.149, -1.056, -1.859], [2.794, -0.726, -3.125], [1.913, -0.924, -2.825], [1.757, -1.197, 0.799], [1.606, -2.460, -0.031], [1.885, -1.575, -0.004], [0.806, -2.576, 1.856], [1.408, -2.507, 3.319], [1.027, -1.999, 2.600], [-4.497, 0.471, 1.801], [-3.069, 0.870, 2.175], [-3.765, 0.202, 2.441]], "mulliken_spin": [0.32, 0.11, 0.02, 0.09, 0.03, 0.00, 0.00, 0.39, 0.03, 0.02, 0.01, -0.03, 0.01, 0.00, 0.00, 0.00, 0.00, 0.00, 0.00, 0.00, 0.00, 0.00, 0.00, 0.00, 0.00, 0.00, 0.00, 0.00, 0.00, 0.00, 0.00, 0.00, 0.00, 0.00, 0.00, 0.00, 0.00, 0.00, 0.00, 0.00, 0.00, 0.00, 0.00, 0.00, 0.00, 0.00, 0.00, 0.00, 0.00, 0.00, 0.00, 0.00, 0.00]}

***

(4)
{"formula": "C5H33O12S", "method": "the ωB97M-V functional and the def2-TZVPD basis", "homo_energy_ev": [-9.407, -9.407], "relative_energy_ev": 3.6555, "spin_multiplicity": 2, "total_charge": 0, "s2": 0.75, "species": ["C", "O", "C", "C", "C", "S", "C", "H", "H", "H", "H", "H", "H", "H", "H", "H", "H", "H", "H", "H", "O", "H", "H", "O", "H", "H", "O", "H", "H", "O", "H", "H", "O", "H", "H", "O", "H", "H", "O", "H", "H", "O", "H", "H", "O", "H", "H", "O", "H", "H", "O"], "coordinates": [[-2.386, -0.161, 2.601], [-3.042, 0.996, 2.076], [-1.026, -0.214, 1.880], [0.062, -1.340, 2.294], [0.921, -0.946, 3.498], [2.157, 0.437, 3.415], [3.010, 0.325, 1.795], [-3.002, -1.081, 2.374], [-2.390, 0.115, 3.666], [-0.422, 0.670, 2.018], [-1.384, -0.379, 0.810], [-0.497, -2.267, 2.641], [0.732, -1.428, 1.444], [1.609, -1.701, 3.846], [0.260, -0.678, 4.347], [2.432, 0.142, 0.907], [3.958, -0.283, 1.772], [3.224, 1.510, 1.675], [-1.372, 1.430, -0.680], [-0.277, 0.636, -0.283], [-0.641, 1.453, -0.132], [-2.410, -1.046, -2.417], [-0.357, -0.103, -2.255], [-0.033, -0.785, -1.602], [0.882, 2.268, 0.305], [1.098, 3.661, 0.964], [1.541, 2.756, 0.718], [-1.518, -4.101, 0.380], [-2.311, -2.936, -0.154], [-2.196, -3.549, 0.590], [2.704, -0.212, -2.158], [1.441, -1.238, -2.292], [2.457, -1.048, -2.243], [-3.393, 0.172, -2.252], [-2.524, 1.430, 1.326], [-2.670, -0.021, -2.714], [-1.893, -2.635, -2.522], [-0.916, -1.621, -1.486], [-1.980, -2.203, -1.673], [-1.682, 2.873, -3.903], [-2.345, 1.733, -3.304], [-2.543, 2.726, -3.496], [4.016, 2.060, -1.848], [3.043, 2.800, -0.901], [3.175, 2.122, -1.595], [0.538, -3.785, -3.025], [1.775, -3.374, -2.150], [1.300, -4.107, -2.379], [-0.103, 2.547, -1.516], [0.770, 2.400, -2.720], [-0.078, 2.840, -2.508]], "mulliken_spin": [0.00, 0.00, 0.01, 0.01, -0.03, 0.89, -0.03, 0.00, 0.00, 0.00, 0.00, 0.00, 0.00, 0.07, -0.01, 0.01, 0.05, 0.02, 0.00, 0.00, 0.00, 0.00, 0.00, 0.00, 0.00, 0.00, 0.00, 0.00, 0.00, 0.00, 0.00, 0.00, 0.00, 0.00, 0.00, 0.00, 0.00, 0.00, 0.00, 0.00, 0.00, 0.00, 0.00, 0.00, 0.00, 0.00, 0.00, 0.00, 0.00, 0.00, 0.00]}